Entry from OMol25: a structure of composition C15H12ClN2O3Tc in a non-equilibrium geometry (ωB97M-V/def2-TZVPD).

Atoms and positions in Å:
Tc: 0.41510 0.63855 -0.59740
O: -2.81232 0.01091 -3.71317
C: -3.66152 -0.60562 -2.89758
C: -4.92431 -0.94652 -3.39973
C: -5.85856 -1.55331 -2.59529
C: -5.55382 -1.86210 -1.26620
C: -4.29997 -1.58905 -0.76509
C: -3.33416 -0.95437 -1.56080
C: -2.03108 -0.64915 -1.01572
O: -1.21776 0.19892 -1.58933
N: -1.61135 -1.24892 0.08944
N: -0.39951 -0.86678 0.43830
C: 0.24360 -1.51804 1.40198
C: 1.53919 -1.23871 1.87834
C: 2.08420 -2.08768 2.87562
C: 3.33792 -1.88631 3.39355
C: 4.11271 -0.80576 2.95517
C: 3.63298 0.03883 1.98318
C: 2.37175 -0.15672 1.39671
O: 1.98485 0.60662 0.42459
H: -2.00525 0.26807 -3.22641
H: -5.14378 -0.70068 -4.42557
H: -6.83228 -1.78561 -2.99502
H: -6.30386 -2.31499 -0.64020
H: -4.03140 -1.83616 0.24939
H: -0.29370 -2.35501 1.83774
H: 1.49106 -2.92443 3.21125
H: 3.73453 -2.55524 4.13974
H: 5.09326 -0.63975 3.37111
H: 4.22158 0.87094 1.63123
Cl: -2.03800 2.63003 0.12656
C: -0.41875 2.20465 0.61134
H: -0.43555 1.98784 1.68054
H: 0.22585 3.07082 0.42227

Summary:
- 2S+1: 2
- Net charge: +1
- HOMO (spin up / spin down): -0.413 / -0.414 hartree
- Energy above the lowest of the compared OMol25 structures with the same formula, charge and spin: 1.121 eV

***

Entry from OMol25: a structure of composition C16H34N3S in a non-equilibrium geometry (ωB97M-V/def2-TZVPD).

Atoms and positions in Å:
C: -5.02928 -2.87052 -1.04142
H: -5.67164 -3.47298 -0.60502
H: -5.43399 -2.16115 -1.88639
C: -4.24625 -2.03573 -0.17085
C: -5.19764 -1.21509 0.44608
C: -4.58225 -0.34247 1.76453
C: -3.46150 0.50993 1.41849
C: -3.84006 1.73457 0.14123
C: -2.81802 2.81051 -0.11753
H: -2.41307 3.21670 0.89979
C: -1.59048 2.46459 -0.74013
N: -0.73957 1.67614 0.04993
C: 0.44785 0.66250 -0.27415
N: 0.83063 0.83355 -1.41644
H: 0.25493 1.23563 -2.26272
C: 1.65032 -0.29059 -1.83320
H: 1.50150 -0.60896 -2.94973
H: 1.54037 -1.24141 -1.31601
C: 3.29669 0.28305 -1.94114
N: 3.72413 -0.02987 -0.41653
C: 4.69703 0.92721 -0.19733
C: 4.99928 0.80210 1.50891
C: 5.68003 -0.58013 1.60311
C: 4.61155 -1.67022 1.22136
C: 4.31437 -1.26682 -0.64763
H: 3.66165 -2.13520 -0.76951
H: 5.21772 -1.69152 -1.03908
H: 5.12062 -2.56537 1.09007
H: 3.69228 -1.71364 1.77061
H: 5.93466 -0.90449 2.67158
H: 6.63279 -0.68473 0.94422
H: 5.81520 1.43405 1.52498
H: 4.26093 0.87196 1.99670
H: 4.28253 1.79603 -0.25239
H: 5.59412 0.78720 -0.74268
H: 2.93423 0.17975 0.20350
H: 3.28289 1.25061 -2.26670
H: 3.78209 -0.34098 -2.35556
S: 1.25672 0.13855 1.09714
H: -0.96364 1.78912 1.23214
H: -1.76611 1.49963 -1.39125
H: -1.13863 3.18165 -0.97889
H: -3.31863 3.51393 -0.61534
H: -4.74923 2.07093 0.69813
H: -4.21641 1.31004 -0.75060
H: -2.44098 -0.05404 0.79484
H: -2.86840 1.00983 2.18221
H: -5.13861 0.22000 2.25505
H: -4.11174 -0.87122 2.34510
H: -6.16437 -1.54703 1.10014
H: -5.65186 -0.29931 -0.16238
H: -3.51395 -1.40210 -0.74404
H: -3.60383 -2.58176 0.48052
H: -4.34697 -3.63242 -1.55570

Summary:
- Net charge: +1
- HOMO: -0.421 hartree
- Energy above the lowest of the compared OMol25 structures with the same formula, charge and spin: 19.055 eV

***

Entry from OMol25: a cluster of 5 separate species, H12NO4 in total in a non-equilibrium geometry (ωB97M-V/def2-TZVPD).

Atoms and positions in Å:
N: -1.59558 0.18772 -0.26713
H: -1.30120 0.85663 -0.97414
H: -2.58365 0.01922 -0.21552
H: -1.04187 -0.65778 -0.37822
H: -1.35561 0.44907 0.75730
H: -0.48372 0.96696 3.04607
H: -1.19490 -0.29393 3.09137
O: -1.01687 0.46199 2.46819
H: 2.22728 -3.25748 0.82275
H: 3.07303 -3.97857 -0.29368
O: 2.41930 -3.24917 -0.12749
H: 1.90257 -0.68625 -0.63568
H: 1.75822 0.03934 -2.00127
O: 1.27024 -0.18764 -1.20488
H: -1.31014 3.65421 -1.22215
H: 0.00528 2.83763 -1.71820
O: -0.77241 2.83807 -1.14731

Summary:
- Net charge: +1
- HOMO: -0.532 hartree
- Energy above the lowest of the compared OMol25 structures with the same formula, charge and spin: 0.925 eV

***

- Number 1 is which compound?
  C15H12ClN2O3Tc